Below is 16 unconnected molecules or ions with the total composition C52H79F5N23S2 in a non-equilibrium geometry, with properties calculated with the ωB97M-V functional and the def2-TZVPD basis.

Last columns: bonded neighbours and bond lengths (Å).
Positions of all 161 atoms, in Å:
1 N -4.3878 3.2747 -2.2537  C2 1.268, H38 1.014
2 C -4.8954 2.1509 -1.9593  N1 1.268, N3 1.396, N4 1.411
3 N -4.6932 0.9974 -2.7187  C2 1.396, H39 1.005, H40 1.012
4 N -5.7103 1.9962 -0.8174  C2 1.411, C5 1.473, H41 1.009
5 C -6.2285 0.6569 -0.4910  N4 1.473, C6 1.529, H42 1.080, H43 1.086
6 C -5.4602 -0.0334 0.6359  C5 1.529, C7 1.528, H44 1.088, H45 1.086
7 C -4.1282 -0.6578 0.2229  C6 1.528, C8 1.552, H46 1.088, H47 1.083
8 C -2.9653 0.3635 0.1054  C7 1.552, C9 1.472, H48 1.086, H49 1.083
9 C -1.8119 0.1245 0.9877  C8 1.472, N10 1.349, N26 1.354
10 N -1.7706 0.1784 2.3346  C9 1.349, C11 1.466, C14 1.381
11 C -2.8804 0.5120 3.2331  N10 1.466, C12 1.535, H50 1.080, H51 1.084
12 C -3.2396 2.0028 3.1690  C11 1.535, N13 1.452, H52 1.086, H53 1.086
13 N -3.6883 2.6046 4.4118  C12 1.452, H54 1.011, H55 1.013
14 C -0.4885 -0.0901 2.7734  N10 1.381, C15 1.481, C25 1.364
15 C -0.0672 -0.1160 4.1929  C14 1.481, C16 1.555, H56 1.080, H57 1.086
16 C -0.5342 -1.3673 4.9889  C15 1.555, C17 1.530, H58 1.085, H59 1.083
17 C 0.6159 -2.2070 5.5480  C16 1.530, C18 1.516, H60 1.086, H61 1.083
18 C 1.2704 -1.7144 6.8234  C17 1.516, F19 1.355, F20 1.366, C21 1.547
19 F 0.3538 -1.3578 7.7561  C18 1.355
20 F 2.0133 -2.7415 7.3319  C18 1.366
21 C 2.2614 -0.5329 6.6970  C18 1.547, F22 1.336, F23 1.328, F24 1.348
22 F 1.5955 0.6254 6.6863  C21 1.336
23 F 3.1305 -0.5012 7.7005  C21 1.328
24 F 2.9307 -0.6370 5.5313  C21 1.348
25 C 0.2625 -0.2735 1.6500  C14 1.364, N26 1.380, H62 1.073
26 N -0.5562 -0.1291 0.5487  C9 1.354, C25 1.380, C27 1.469
27 C -0.0817 -0.1823 -0.8407  N26 1.469, C28 1.547, H63 1.076, H64 1.083
28 C 0.1371 1.2114 -1.4757  C27 1.547, C29 1.531, H65 1.085, H66 1.087
29 C 0.9799 2.1884 -0.6524  C28 1.531, S30 1.791, H67 1.082, H68 1.086
30 S -0.1093 3.0009 0.5148  C29 1.791, C31 1.714
31 C 0.9849 3.7931 1.5689  S30 1.714, S32 1.623, N33 1.398
32 S 2.5988 3.8658 1.4179  C31 1.623
33 N 0.2682 4.3024 2.6553  C31 1.398, C34 1.382, C37 1.392
34 C 0.7213 4.3592 3.9598  N33 1.382, C35 1.373, H69 1.069
35 C -0.3157 4.8967 4.6806  C34 1.373, N36 1.381, H70 1.073
36 N -1.3926 5.1907 3.8672  C35 1.381, C37 1.324
37 C -1.0230 4.8218 2.6505  N33 1.392, N36 1.324, H71 1.075
38 H -3.8232 3.1357 -3.0841  N1 1.014
39 H -4.7071 0.1320 -2.2084  N3 1.005
40 H -3.8411 1.0814 -3.2583  N3 1.012
41 H -5.1996 2.3647 -0.0286  N4 1.009
42 H -6.2529 0.0406 -1.3779  C5 1.080
43 H -7.2600 0.7575 -0.1678  C5 1.086
44 H -5.3132 0.6888 1.4368  C6 1.088
45 H -6.1079 -0.8088 1.0348  C6 1.086
46 H -3.8417 -1.3932 0.9715  C7 1.088
47 H -4.2471 -1.2222 -0.6936  C7 1.083
48 H -3.3200 1.3797 0.2479  C8 1.086
49 H -2.5592 0.3285 -0.8975  C8 1.083
50 H -2.5662 0.2621 4.2359  C11 1.080
51 H -3.7193 -0.1073 2.9378  C11 1.084
52 H -2.3398 2.5217 2.8532  C12 1.086
53 H -3.9788 2.1656 2.3899  C12 1.086
54 H -4.1162 1.9376 5.0396  N13 1.011
55 H -2.9161 3.0366 4.9056  N13 1.013
56 H 1.0123 -0.0941 4.1633  C15 1.080
57 H -0.3827 0.7892 4.7041  C15 1.086
58 H -1.1531 -1.0583 5.8255  C16 1.085
59 H -1.1519 -2.0004 4.3632  C16 1.083
60 H 0.2397 -3.1887 5.8185  C17 1.086
61 H 1.3709 -2.3540 4.7851  C17 1.083
62 H 1.3114 -0.4813 1.5606  C25 1.073
63 H -0.7294 -0.7667 -1.4709  C27 1.076
64 H 0.8631 -0.7114 -0.8156  C27 1.083
65 H 0.6877 1.0219 -2.3911  C28 1.085
66 H -0.8028 1.6703 -1.7700  C28 1.087
67 H 1.4652 2.9422 -1.2577  C29 1.082
68 H 1.7741 1.6576 -0.1368  C29 1.086
69 H 1.6865 4.0301 4.2788  C34 1.069
70 H -0.3247 5.0771 5.7385  C35 1.073
71 H -1.6157 4.9048 1.7577  C37 1.075
72 C 5.5317 1.4030 8.9992  C73 1.451, H75 1.088, H76 1.089, H77 1.088
73 C 6.5069 2.2338 9.6805  C72 1.451, N74 1.141
74 N 7.2653 2.9015 10.2113  C73 1.141
75 H 5.6109 1.5602 7.9252  C72 1.088
76 H 5.7102 0.3523 9.2224  C72 1.089
77 H 4.5292 1.6762 9.3206  C72 1.088
78 C -7.3130 -4.0970 0.2084  C79 1.452, H81 1.088, H82 1.088, H83 1.088
79 C -6.3968 -3.4759 -0.7318  C78 1.452, N80 1.142
80 N -5.6721 -2.9941 -1.4708  C79 1.142
81 H -7.0043 -3.8773 1.2286  C78 1.088
82 H -8.3195 -3.7154 0.0488  C78 1.088
83 H -7.3142 -5.1750 0.0617  C78 1.088
84 C -2.7540 -1.7715 -4.1400  C85 1.449, H87 1.085, H88 1.088, H89 1.085
85 C -1.5743 -2.2845 -3.4734  C84 1.449, N86 1.143
86 N -0.6439 -2.6903 -2.9479  C85 1.143
87 H -3.3900 -1.2824 -3.4102  C84 1.085
88 H -2.4697 -1.0589 -4.9117  C84 1.088
89 H -3.2993 -2.5895 -4.5984  C84 1.085
90 C -0.1064 -2.6390 -7.9823  C91 1.449, H93 1.087, H94 1.087, H95 1.089
91 C -1.2192 -3.1062 -7.1802  C90 1.449, N92 1.142
92 N -2.0846 -3.4617 -6.5260  C91 1.142
93 H 0.2620 -3.4422 -8.6160  C90 1.087
94 H -0.4292 -1.8072 -8.6037  C90 1.087
95 H 0.7011 -2.3033 -7.3340  C90 1.089
96 C -3.1919 -0.2833 -10.3685  C97 1.450, H99 1.089, H100 1.089, H101 1.085
97 C -2.5627 0.0567 -9.1071  C96 1.450, N98 1.143
98 N -2.0577 0.3204 -8.1162  C97 1.143
99 H -2.4319 -0.6343 -11.0645  C96 1.089
100 H -3.9298 -1.0685 -10.2128  C96 1.089
101 H -3.6770 0.5883 -10.7962  C96 1.085
102 C 4.4215 -5.0397 7.1899  C103 1.452, H105 1.087, H106 1.089, H107 1.088
103 C 5.1858 -6.2313 6.8686  C102 1.452, N104 1.141
104 N 5.7899 -7.1631 6.6070  C103 1.141
105 H 5.0068 -4.3843 7.8291  C102 1.087
106 H 4.1552 -4.5155 6.2728  C102 1.089
107 H 3.5090 -5.3178 7.7138  C102 1.088
108 C 2.9808 -0.1582 -9.5879  C109 1.452, H111 1.088, H112 1.088, H113 1.089
109 C 1.6114 -0.2935 -10.0497  C108 1.452, N110 1.145
110 N 0.5290 -0.4033 -10.4067  C109 1.145
111 H 3.6262 0.1026 -10.4242  C108 1.088
112 H 3.0384 0.6259 -8.8355  C108 1.088
113 H 3.3174 -1.1002 -9.1565  C108 1.089
114 C 5.8652 -1.1558 3.5675  C115 1.453, H117 1.088, H118 1.088, H119 1.088
115 C 5.2300 -0.4987 2.4384  C114 1.453, N116 1.142
116 N 4.6993 0.0381 1.5817  C115 1.142
117 H 6.0840 -2.1939 3.3242  C114 1.088
118 H 6.7911 -0.6525 3.8375  C114 1.088
119 H 5.1950 -1.1311 4.4244  C114 1.088
120 C -6.9771 1.6414 -11.6440  C121 1.453, H123 1.088, H124 1.088, H125 1.089
121 C -5.7983 1.2788 -12.4117  C120 1.453, N122 1.142
122 N -4.8733 1.0015 -13.0210  C121 1.142
123 H -6.9843 2.7144 -11.4640  C120 1.088
124 H -7.8739 1.3671 -12.1954  C120 1.088
125 H -6.9735 1.1183 -10.6894  C120 1.089
126 C 2.0160 -4.2545 -11.2017  C127 1.451, H129 1.086, H130 1.088, H131 1.090
127 C 2.6993 -3.9164 -9.9673  C126 1.451, N128 1.144
128 N 3.2427 -3.6482 -8.9972  C127 1.144
129 H 2.7359 -4.6356 -11.9198  C126 1.086
130 H 1.2751 -5.0290 -11.0151  C126 1.088
131 H 1.5233 -3.3712 -11.6071  C126 1.090
132 C 2.9312 7.5654 4.5439  C133 1.452, H135 1.089, H136 1.088, H137 1.088
133 C 2.6672 6.7671 5.7273  C132 1.452, N134 1.142
134 N 2.4439 6.1204 6.6417  C133 1.142
135 H 2.2197 7.3025 3.7628  C132 1.089
136 H 2.8297 8.6225 4.7808  C132 1.088
137 H 3.9412 7.3743 4.1867  C132 1.088
138 C 5.8191 -6.9410 -10.6379  C139 1.452, H141 1.088, H142 1.088, H143 1.088
139 C 4.5944 -6.9261 -11.4178  C138 1.452, N140 1.142
140 N 3.6310 -6.9124 -12.0307  C139 1.142
141 H 5.8641 -6.0536 -10.0094  C138 1.088
142 H 5.8417 -7.8268 -10.0066  C138 1.088
143 H 6.6794 -6.9548 -11.3037  C138 1.088
144 C 6.3242 6.3408 10.9464  C145 1.452, H147 1.088, H148 1.089, H149 1.089
145 C 7.2786 7.2055 11.6175  C144 1.452, N146 1.141
146 N 8.0242 7.8914 12.1423  C145 1.141
147 H 6.3932 6.4836 9.8698  C144 1.088
148 H 6.5372 5.2977 11.1742  C144 1.089
149 H 5.3149 6.5830 11.2744  C144 1.089
150 C -1.9659 3.0732 -6.4008  C151 1.450, H153 1.088, H154 1.088, H155 1.088
151 C -1.9292 2.5637 -5.0440  C150 1.450, N152 1.143
152 N -1.8937 2.1521 -3.9785  C151 1.143
153 H -2.9671 2.9494 -6.8081  C150 1.088
154 H -1.7032 4.1293 -6.4030  C150 1.088
155 H -1.2611 2.5195 -7.0181  C150 1.088
156 C 3.4943 -4.9667 11.7427  C157 1.452, H159 1.088, H160 1.088, H161 1.088
157 C 4.6453 -4.7736 10.8784  C156 1.452, N158 1.141
158 N 5.5560 -4.6155 10.2086  C157 1.141
159 H 3.4623 -4.1805 12.4941  C156 1.088
160 H 2.5791 -4.9360 11.1547  C156 1.088
161 H 3.5659 -5.9317 12.2400  C156 1.088

Computed properties:
Charge ... +1
HOMO energy ... -0.3976 Ha
E_tot ... -124727.5590 eV
2S+1 ... 1